1.
{
  "formula": "C3H5NO2",
  "method": "the ωB97M-V functional and the def2-TZVPD basis",
  "elements": ["C", "N", "C", "O", "C", "O", "H", "H", "H", "H", "H"],
  "coordinates": [[1.02864, 1.01569, 0.92818], [0.31611, -0.06717, 0.31360], [-0.62134, 0.05600, -0.61615], [-1.04777, 1.08786, -1.12097], [-1.14053, -1.41081, -1.00654], [-0.76279, -2.46671, -0.54731], [0.65871, 1.94746, 0.49581], [0.85090, 1.01611, 2.00678], [2.09987, 0.92047, 0.73255], [0.47963, -1.03146, 0.56016], [-1.86144, -1.06743, -1.74611]],
  "forces_ev_per_a": [[0.16, 0.23, 0.15], [0.12, -0.22, 0.14], [0.36, -0.49, 0.38], [0.00, -1.27, 0.10], [0.69, 1.73, 0.54], [-0.73, 1.54, -0.85], [0.09, -0.12, 0.10], [0.09, 0.10, -0.09], [-0.08, 0.11, 0.08], [0.31, 0.02, 0.29], [-1.00, -1.64, -0.85]],
  "orbital_gap_ev": 9.728,
  "smiles": "CNC(=O)C=O",
  "e_above_lowest_ev": 1.184
}


2.
{
  "formula": "C8H8BrFNO3S",
  "method": "the ωB97M-V functional and the def2-TZVPD basis",
  "elements": ["C", "C", "C", "S", "C", "O", "C", "O", "C", "N", "C", "O", "C", "F", "Br", "H", "H", "H", "H", "H", "H", "H", "H"],
  "coordinates": [[-0.15755, -2.42335, -0.51779], [0.22911, -1.05173, -0.08175], [1.55985, -0.77741, -0.78300], [0.45609, -1.13976, 1.77714], [-0.70151, 0.40757, 1.80385], [-1.93779, -0.24204, 1.67696], [-2.10100, -0.46234, 0.36065], [-3.03597, -1.08284, -0.08557], [-0.82857, 0.04863, -0.32134], [-0.43562, 1.10762, 0.57746], [0.45962, 2.24325, 0.59658], [0.92578, 2.58006, 1.68842], [0.85104, 2.65144, -0.67969], [-0.18121, 2.56889, -1.64463], [1.59567, 4.40354, -0.76140], [0.57717, -3.14430, -0.43214], [-0.43378, -2.27148, -1.64676], [-0.88881, -2.74245, 0.08631], [1.30216, -0.47582, -1.73329], [2.29286, -1.62558, -0.82697], [2.16245, 0.08182, -0.55962], [-0.63166, 0.85097, 2.83253], [-1.07833, 0.49530, -1.32595]],
  "forces_ev_per_a": [[-0.21, 2.37, -4.31], [2.35, -0.87, 0.59], [1.22, -0.18, 0.86], [0.05, 1.15, -0.55], [1.89, -0.27, 1.69], [-1.26, 0.72, -0.39], [-0.62, -0.86, -0.44], [0.63, 0.66, 0.12], [-0.36, 1.21, -0.90], [-1.60, -0.06, 2.71], [0.61, -0.95, 0.21], [-0.39, -0.08, -0.10], [-0.32, 0.43, -0.65], [0.17, -0.17, 0.00], [0.14, 0.26, -0.06], [2.00, -1.13, 0.00], [0.08, -0.94, 1.91], [-3.45, -1.33, 1.55], [-0.60, 0.01, -2.81], [-1.07, 0.39, 0.17], [-0.08, 0.62, 1.29], [0.05, 0.19, -1.62], [0.79, -1.16, 0.73]],
  "orbital_gap_ev": 6.603,
  "smiles": "CC1(C)S[C@@H]2OC(=O)[C@H]1N2/C([O-])=C(\\F)Br",
  "e_above_lowest_ev": 0.000,
  "total_charge": -1
}


3.
{
  "formula": "C14H22BiIN4O2",
  "method": "the ωB97M-V functional and the def2-TZVPD basis",
  "elements": ["C", "I", "H", "H", "H", "C", "C", "N", "C", "N", "H", "H", "C", "C", "N", "H", "N", "H", "Bi", "C", "O", "C", "C", "H", "H", "H", "C", "H", "H", "H", "C", "H", "H", "H", "C", "H", "H", "H", "C", "C", "O", "H", "H", "H"],
  "coordinates": [[0.30375, 1.63822, -2.74131], [-1.90207, 1.87148, -3.97409], [1.00102, 2.27098, -3.30736], [-0.29965, 2.25449, -2.05205], [-0.23944, 0.91297, -3.42122], [-1.72325, -4.10095, -0.53503], [-1.15562, -3.96891, -1.74441], [-0.61373, -2.68865, -1.80824], [-0.80726, -2.02030, -0.62766], [-1.51990, -2.90070, 0.13715], [-2.25430, -4.91867, -0.08939], [-1.08786, -4.64823, -2.57009], [-0.61252, 3.80679, 2.48729], [0.02360, 2.11981, 1.09607], [-0.93902, 2.56478, 1.95302], [1.17375, 5.04320, 2.08390], [0.95832, 3.12526, 1.10451], [-1.25208, 4.31648, 3.18681], [0.20831, -0.04870, 0.16098], [1.17771, 0.70433, -1.77374], [2.34282, 0.42305, -1.98099], [0.56940, 4.16244, 1.95109], [2.17382, 3.18510, 0.31768], [2.78198, 4.01030, 0.71067], [1.96503, 3.39056, -0.74575], [2.75043, 2.25006, 0.38720], [-2.15536, 1.85143, 2.29368], [-2.82556, 2.54989, 2.80792], [-1.95837, 1.00413, 2.96877], [-2.66038, 1.47260, 1.39358], [-2.01976, -2.65782, 1.47879], [-3.06708, -2.99286, 1.54913], [-1.97229, -1.58570, 1.72376], [-1.43471, -3.21491, 2.22907], [0.01803, -2.17609, -3.00100], [-0.49708, -1.28135, -3.38044], [-0.04322, -2.95951, -3.76351], [1.07658, -1.93422, -2.83511], [2.67361, -2.04792, 1.08421], [1.65667, -1.10942, 1.64175], [1.43078, -0.82964, 2.80891], [2.95581, -1.70597, 0.07980], [2.22744, -3.05183, 0.99656], [3.57170, -2.08599, 1.71908]],
  "forces_ev_per_a": [[3.69, -2.54, 3.34], [-5.71, 1.35, -3.16], [-0.07, -0.07, -0.06], [0.01, -0.54, -0.72], [1.98, 0.99, 1.61], [-0.06, 0.32, 0.32], [0.14, 0.54, -0.23], [-0.79, -0.82, 0.97], [-0.04, -2.47, -1.30], [0.13, -0.13, -0.56], [-0.08, -0.16, 0.04], [-0.05, -0.17, -0.12], [-0.20, -0.29, -0.08], [1.08, 3.05, 0.94], [0.58, 0.36, -0.16], [-0.04, 0.05, 0.07], [-1.15, 0.38, 0.87], [-0.02, 0.04, 0.02], [-0.96, 0.00, 0.25], [-2.60, 1.13, -0.14], [3.13, -0.76, -0.77], [0.32, -0.39, -0.39], [0.48, -0.11, -0.51], [-0.12, -0.19, -0.01], [-0.03, -0.24, 0.39], [-0.36, 0.20, -0.06], [-0.38, -0.32, 0.08], [0.10, -0.05, -0.10], [0.09, 0.24, -0.30], [0.34, 0.13, 0.27], [0.01, -0.03, 0.46], [0.25, 0.10, -0.13], [0.16, -0.35, -0.28], [-0.07, 0.27, -0.30], [0.45, 0.44, -0.50], [0.15, -0.27, 0.24], [-0.02, 0.05, 0.04], [-0.33, 0.09, 0.11], [-0.03, 0.21, -0.23], [0.13, 0.71, -2.89], [-0.34, -0.06, 2.76], [-0.02, -0.18, 0.16], [0.25, -0.37, 0.04], [0.01, -0.13, 0.04]],
  "orbital_gap_ev": [2.599, 1.935],
  "total_charge": -2
}


4.
{
  "formula": "C26H17Cl2INO2SSc",
  "method": "the ωB97M-V functional and the def2-TZVPD basis",
  "elements": ["Sc", "Cl", "C", "C", "C", "C", "C", "Cl", "C", "S", "H", "H", "H", "N", "C", "C", "C", "C", "C", "C", "C", "C", "C", "C", "C", "C", "C", "H", "H", "H", "H", "H", "H", "H", "H", "H", "H", "I", "C", "C", "C", "C", "C", "C", "C", "O", "O", "H", "H", "H", "H"],
  "coordinates": [[0.49494, -0.57259, -0.30077], [2.96518, -1.45127, -0.74196], [3.52228, -1.20995, 0.92353], [4.85313, -0.86336, 1.04535], [5.36811, -0.67915, 2.31581], [4.53761, -0.83315, 3.41319], [3.20370, -1.16638, 3.24641], [2.24132, -1.32493, 4.67852], [2.62861, -1.37646, 1.98471], [0.93936, -1.84130, 1.79611], [5.46324, -0.73879, 0.16212], [6.40845, -0.41600, 2.44802], [4.91543, -0.68988, 4.41569], [0.83083, 1.35802, -0.48040], [-0.08112, 2.23219, -0.35661], [-1.45270, 1.81224, 0.09724], [-2.60425, 2.27618, -0.53017], [-3.84339, 1.76251, -0.17687], [-3.95080, 0.79999, 0.81827], [-2.81271, 0.34700, 1.46551], [-1.57097, 0.85229, 1.10303], [0.14626, 3.68746, -0.62888], [-0.54682, 4.67489, 0.06518], [-0.28808, 6.01683, -0.17865], [0.65044, 6.37909, -1.13443], [1.34523, 5.39658, -1.83020], [1.09981, 4.05819, -1.57082], [-2.52621, 3.01974, -1.31350], [-4.73293, 2.10914, -0.68765], [-4.92110, 0.40216, 1.08500], [-2.88436, -0.39216, 2.25361], [-0.69465, 0.55653, 1.67618], [-1.28669, 4.39409, 0.80467], [-0.82207, 6.77916, 0.37376], [0.83946, 7.42501, -1.34058], [2.07902, 5.67543, -2.57559], [1.64624, 3.27984, -2.08799], [-0.99276, -8.29264, -1.39367], [-1.26191, -6.23267, -1.43848], [-0.15516, -5.39755, -1.47999], [-0.34643, -4.02237, -1.49650], [-1.62343, -3.48319, -1.46547], [-2.72197, -4.33794, -1.43245], [-2.55011, -5.71156, -1.42088], [-1.90280, -2.01111, -1.43237], [-3.02471, -1.58208, -1.36416], [-0.83025, -1.20252, -1.48233], [0.84419, -5.80984, -1.49669], [0.52487, -3.38408, -1.53249], [-3.71134, -3.90256, -1.40858], [-3.40795, -6.36912, -1.39283]],
  "forces_ev_per_a": [[0.53, 0.16, 0.48], [-0.03, -0.09, -0.02], [-0.01, 0.01, -0.23], [-0.01, 0.01, 0.08], [0.00, 0.00, -0.01], [0.02, 0.01, 0.01], [0.03, 0.01, 0.19], [-0.02, -0.01, -0.09], [-0.11, 0.00, -0.13], [0.14, -0.04, 0.14], [0.00, -0.02, 0.01], [-0.02, 0.01, 0.01], [0.00, 0.00, 0.00], [-0.12, 0.46, 0.01], [0.11, 0.14, 0.18], [0.03, 0.08, 0.01], [-0.07, -0.07, -0.03], [0.02, 0.00, 0.01], [-0.02, -0.01, -0.01], [0.01, -0.02, -0.05], [0.01, 0.03, 0.08], [-0.02, -0.14, -0.06], [-0.06, 0.03, 0.00], [0.02, -0.02, -0.03], [0.00, -0.03, -0.01], [-0.01, -0.01, 0.00], [0.09, 0.04, -0.03], [0.00, 0.00, 0.01], [0.02, 0.00, 0.01], [0.01, 0.00, -0.01], [0.00, 0.02, 0.00], [0.04, 0.02, 0.03], [0.01, 0.00, 0.00], [-0.01, -0.01, 0.00], [0.01, -0.01, 0.02], [0.00, 0.01, 0.00], [-0.02, 0.00, 0.00], [0.03, -0.14, -0.01], [-0.01, 0.12, -0.01], [-0.10, 0.04, 0.00], [0.13, -0.09, 0.01], [-0.12, -0.06, 0.02], [0.01, -0.07, 0.01], [0.05, 0.07, 0.00], [0.33, 0.45, -0.26], [-0.11, 0.04, 0.01], [-0.80, -0.99, -0.35], [-0.01, 0.01, 0.01], [0.01, 0.08, 0.00], [-0.01, -0.01, 0.00], [0.01, 0.00, 0.00]],
  "orbital_gap_ev": 8.226,
  "e_above_lowest_ev": 0.732
}


no.,E_tot (eV),largest force on an atom (eV Å⁻¹)
1,-8776.51060,2.1
2,-99653.20908,4.9
3,-38860.44256,6.7
4,-97507.75464,1.3